--- P ---
Here is a molecular structure, C2H6BrClSi from the OMol25 dataset. Energies are from the ωB97M-V functional and the def2-TZVPD basis.

ORCA input file:
```
! wB97M-V def2-TZVPD RIJCOSX def2/J DEFGRID3
* xyz 0 1
C 0.0775 0.7388 0.4750
Br -3.5298 -0.4764 -0.6875
H -1.5499 -2.5969 0.0839
Cl -1.1486 -2.3943 -3.2539
H 0.9483 -0.8968 -0.8011
Si -1.5694 -1.3755 -0.7743
H -0.0542 0.3466 -1.5950
H -0.3424 0.3612 1.5571
C 0.0351 -0.2690 -0.6908
H -0.5399 1.6944 0.2804
H 1.0441 1.1825 0.5402
*
```

Values from the calculation:
HOMO-LUMO gap, eV: 9.59
HOMO, eV: -10.05

--- Q ---
Here is 2 unconnected molecules or ions with the total composition C2H6BrClSi from the OMol25 dataset. Energies are from the ωB97M-V functional and the def2-TZVPD basis.

ORCA input file:
```
! wB97M-V def2-TZVPD RIJCOSX def2/J DEFGRID3
* xyz 0 1
H -1.2680 0.1425 -0.3179
C -0.4350 1.9592 0.1004
H 0.1527 2.7656 -0.0813
Si 0.8713 -1.8492 0.4738
H -0.6546 1.8208 1.2223
Cl -0.7925 -1.3428 1.5795
H 1.5206 -3.1802 0.8338
C -0.7900 0.9591 -0.7468
H 1.6075 -0.6248 0.5342
H -0.7459 1.1305 -1.8897
Br 0.5340 -1.7808 -1.7084
*
```

Values from the calculation:
HOMO-LUMO gap, eV: 10.44
HOMO, eV: -9.78

Which of them is most stable? Easy: P.

--- P ---
Here is 2 unconnected molecules or ions with the total composition CH3BrS from the OMol25 dataset. Energies are from the ωB97M-V functional and the def2-TZVPD basis.

ORCA input file:
```
! wB97M-V def2-TZVPD RIJCOSX def2/J DEFGRID3
* xyz 0 3
H 0.3222 -1.6288 -0.8596
H -0.5972 1.5810 -0.0278
Br -2.2699 -0.2161 -0.2094
S 0.6304 -0.4453 -1.2897
C -0.5193 0.4487 -0.2239
H 0.1867 0.0322 1.0735
*
```

Values from the calculation:
HOMO-LUMO gap (alpha / beta), eV: 5.89 / 7.09
HOMO (alpha / beta), eV: -5.40 / -10.22
Expectation value of S²: 2.007

--- Q ---
Here is 2 unconnected molecules or ions with the total composition CH3BrS from the OMol25 dataset. Energies are from the ωB97M-V functional and the def2-TZVPD basis.

ORCA input file:
```
! wB97M-V def2-TZVPD RIJCOSX def2/J DEFGRID3
* xyz 0 3
S 0.7667 1.2330 -0.4184
C 1.7531 1.2099 0.8223
H 2.8588 1.0996 0.5798
H -4.6019 0.4169 -1.1683
H 1.3305 0.9691 1.8258
Br -5.2256 0.1636 0.0588
*
```

Values from the calculation:
HOMO-LUMO gap (alpha / beta), eV: 7.77 / 8.66
HOMO (alpha / beta), eV: -7.10 / -10.85
Expectation value of S²: 2.005

Which of them is most stable? Easy: Q.

--- P ---
Here is a molecular structure, CHI2NO from the OMol25 dataset. Energies are from the ωB97M-V functional and the def2-TZVPD basis.

ORCA input file:
```
! wB97M-V def2-TZVPD RIJCOSX def2/J DEFGRID3
* xyz 0 1
H -1.7911 -1.0546 -0.3001
I 0.0590 0.0887 -1.4357
O 1.7540 -0.7496 1.5668
C 0.7686 -0.2706 1.2827
I 0.9402 2.3952 -0.0315
N -1.7307 -0.4091 -1.0822
*
```

Values from the calculation:
HOMO-LUMO gap (alpha / beta), eV: 7.22 / 7.23
HOMO (alpha / beta), eV: -9.48 / -9.49

--- Q ---
Here is a molecular structure, CHI2NO from the OMol25 dataset. Energies are from the ωB97M-V functional and the def2-TZVPD basis.

ORCA input file:
```
! wB97M-V def2-TZVPD RIJCOSX def2/J DEFGRID3
* xyz 0 1
I -1.9609 -2.1114 -0.0487
N -1.2704 -0.0948 1.8328
I -2.4900 1.5920 -0.2056
C -1.2914 -0.1142 0.4453
O -0.3759 0.4087 2.4740
H 0.1873 -0.0526 -0.4111
*
```

Values from the calculation:
HOMO-LUMO gap (alpha / beta), eV: 8.11 / 8.11
HOMO (alpha / beta), eV: -9.69 / -9.70

Which of them is most stable? Easy: P.

--- P ---
Here is 2 unconnected molecules or ions with the total composition C2H2BrCl3 from the OMol25 dataset. Energies are from the ωB97M-V functional and the def2-TZVPD basis.

ORCA input file:
```
! wB97M-V def2-TZVPD RIJCOSX def2/J DEFGRID3
* xyz 0 1
Cl 1.8408 -0.4236 1.6935
Cl 0.3965 1.9328 0.5977
H -0.4196 -0.0635 1.5626
Cl -2.8493 0.5617 -1.7899
Br -0.5921 -1.8957 -0.8599
C 0.3508 -0.3849 -0.6274
H 0.9118 0.0964 -1.3239
C 0.3612 0.1768 0.7474
*
```

Values from the calculation:
HOMO-LUMO gap (alpha / beta), eV: 4.61 / 4.60
HOMO (alpha / beta), eV: -8.59 / -8.59

--- Q ---
Here is 2 unconnected molecules or ions with the total composition C2H2BrCl3 from the OMol25 dataset. Energies are from the ωB97M-V functional and the def2-TZVPD basis.

ORCA input file:
```
! wB97M-V def2-TZVPD RIJCOSX def2/J DEFGRID3
* xyz 0 1
H -0.6432 -1.3215 -1.4947
C 0.4521 1.6620 0.4534
Br 1.1947 2.7000 -0.9685
Cl 1.7169 1.3433 1.6849
H -0.2032 0.6951 0.2812
Cl -2.3465 -1.6517 0.1355
C -0.7298 -1.3406 -0.4457
Cl 0.5589 -2.0866 0.3540
*
```

Values from the calculation:
HOMO-LUMO gap (alpha / beta), eV: 8.21 / 7.82
HOMO (alpha / beta), eV: -9.05 / -8.93

Which of them is most stable? Easy: Q.

--- P ---
Here is 3 unconnected molecules or ions with the total composition CH7N6 from the OMol25 dataset. Energies are from the ωB97M-V functional and the def2-TZVPD basis.

ORCA input file:
```
! wB97M-V def2-TZVPD RIJCOSX def2/J DEFGRID3
* xyz 1 1
N -4.4268 -0.1876 0.0758
H -4.4634 -1.1431 0.4791
H 3.9877 0.2476 1.1070
H -1.5049 -1.6380 -0.3806
N 1.1579 -0.0017 -0.1998
N -3.5278 0.5493 -0.1004
H 3.8676 1.1258 -0.1949
N 3.5680 0.2506 0.1600
H 2.2200 0.2487 -0.1767
H 4.1602 -0.3235 -0.4138
C 0.0854 -0.4251 -0.0204
N -2.3509 0.7773 -0.0165
H -1.7050 1.4048 -0.4406
N -1.0681 -0.8851 0.1218
*
```

Values from the calculation:
HOMO-LUMO gap, eV: 7.82
HOMO, eV: -13.30

--- Q ---
Here is a molecular structure, CH7N6 from the OMol25 dataset. Energies are from the ωB97M-V functional and the def2-TZVPD basis.

ORCA input file:
```
! wB97M-V def2-TZVPD RIJCOSX def2/J DEFGRID3
* xyz 1 1
C 0.0564 0.9071 -0.4093
N -2.7462 -0.5049 0.3413
H 2.5657 -1.3872 0.5186
N 0.4056 2.0670 0.1444
N 1.6288 -1.2831 0.2520
H -0.2194 2.6419 0.8810
H 1.2524 -1.9467 0.9361
N -1.8413 -0.8084 -0.6130
H -1.3291 -1.6565 -0.6341
N -1.1728 0.3995 -0.2311
H 0.8191 0.2123 -0.9560
H 1.4507 -1.7698 -0.7448
N -2.2070 0.6315 0.6365
H 1.3371 2.4973 -0.1216
*
```

Values from the calculation:
HOMO-LUMO gap, eV: 10.46
HOMO, eV: -15.24

Which of them is most stable? Easy: Q.

--- P ---
Here is a gas-phase ion, C7H12NO (charge +1) from the OMol25 dataset. Energies are from the ωB97M-V functional and the def2-TZVPD basis.

ORCA input file:
```
! wB97M-V def2-TZVPD RIJCOSX def2/J DEFGRID3
* xyz 1 1
H 1.4102 -0.9784 1.7697
H -3.5009 2.3594 0.2632
H 2.0245 -0.3528 -1.7422
H -3.1363 1.9434 1.9794
H 3.0297 -0.6964 -0.2911
C 0.4530 1.4162 -0.0255
C 2.1165 -1.0720 -0.8890
N 0.0813 0.1608 0.0214
H -0.2191 -1.6921 1.4947
C -3.0234 1.4885 0.9711
H 0.0057 -1.7782 -0.7715
O -1.2039 0.0598 0.4014
C -1.6438 1.2491 0.6591
H 1.4867 1.8432 -0.3000
H 2.5084 -2.0016 -1.3277
C 0.8341 -1.7409 1.2445
C -0.6453 2.1606 0.3490
H -3.6639 0.5317 0.8373
C 0.7842 -1.2404 -0.1788
H -0.5947 3.1995 0.5225
H 1.2573 -2.7142 1.3266
*
```

Values from the calculation:
HOMO-LUMO gap, eV: 10.72
HOMO, eV: -14.44

--- Q ---
Here is 2 unconnected molecules or ions with the total composition C7H12NO from the OMol25 dataset. Energies are from the ωB97M-V functional and the def2-TZVPD basis.

ORCA input file:
```
! wB97M-V def2-TZVPD RIJCOSX def2/J DEFGRID3
* xyz 1 1
H 3.6114 -0.9242 -1.4979
H -3.3659 -1.9390 -0.4050
C -3.2953 -1.2548 0.4939
C -2.3112 1.2333 0.1100
H -0.3822 -1.3858 -0.6747
H -3.0417 -1.8086 1.4217
O -0.3294 0.7120 -0.7820
H 4.3083 0.5576 -0.4804
C -0.9561 -0.4837 -0.4189
C 2.6336 -0.7152 0.0546
H 1.4024 -0.0964 1.4672
H 2.2808 1.2217 0.9202
C 3.8286 -0.4331 -0.6266
C -1.2025 1.7372 -0.4384
H -4.1205 -0.6513 0.6514
H -3.2093 1.8672 0.2049
N 1.8848 0.3812 0.6758
C -2.2066 -0.2580 0.0698
H -0.9815 2.7178 -0.7115
H 4.5387 -1.1752 -0.1706
H 0.9136 0.6975 0.1366
*
```

Values from the calculation:
HOMO-LUMO gap, eV: 8.07
HOMO, eV: -12.81

--- R ---
Here is a gas-phase ion, C7H12NO (charge +1) from the OMol25 dataset. Energies are from the ωB97M-V functional and the def2-TZVPD basis.

ORCA input file:
```
! wB97M-V def2-TZVPD RIJCOSX def2/J DEFGRID3
* xyz 1 1
C 1.9679 -0.4075 0.0975
C 0.3307 1.4390 0.5533
H -1.1729 -2.4643 0.3382
H 0.2180 2.5609 0.2876
H -2.0280 -1.5065 -1.0492
H -0.2891 -1.1239 -1.7336
H 0.7729 -1.0804 -0.5771
C -1.8058 -0.1183 0.6570
H 1.6558 0.8280 -1.8740
C -1.3805 -1.4258 -0.1239
H -1.0474 1.2232 -1.0092
O 2.8312 -1.1884 0.7006
H 0.0877 1.5080 1.6603
H 3.1685 1.1540 -1.0208
C 2.1968 0.6898 -0.8489
C -0.6888 0.6080 -0.2287
H 2.9057 -0.9448 1.6025
N 1.6408 1.0225 0.4410
H -1.6206 -0.2339 1.7125
C -0.2947 -0.7195 -0.8030
H -2.7353 0.3132 0.3442
*
```

Values from the calculation:
HOMO-LUMO gap, eV: 8.64
HOMO, eV: -14.44

Which of them is most stable? Easy: P.